1.
This record from the Open Molecules 2025 dataset describes a cluster of 4 separate species, C26H36ClF4N7O2S in total. The level of theory is wB97M-V/def2-TZVPD.

Output
SMILES string = CCCCCCc1nc2c(CCF)c(S(=O)(=O)C(F)(F)F)c(N)c([C@H](Cl)CC)c2nc1N.CC#N.CC#N.CC#N
Strongest force on any atom = 0.0133 Eh/bohr
Energy = -76298.9388 eV
Orbital gap = 8.613 eV
LUMO energy = -0.694 eV
Molar mass = 622.1 g/mol

Geometry as ORCA input:
```
! RIJCOSX wB97M-V def2-TZVPD def2/J DEFGRID3
* xyz 0 1
C 6.7981 0.0514 1.1522
C 5.5741 0.9530 0.9715
C 4.8969 0.7418 -0.3857
C 4.1439 -0.5909 -0.5438
C 3.2738 -0.9957 0.6490
C 2.3208 0.1066 1.1309
C 0.9962 0.1171 0.4088
N 0.3987 -1.0136 0.1646
C -0.7965 -1.0094 -0.4900
C -1.4209 -2.2643 -0.7559
C -0.7035 -3.4888 -0.2446
C -0.9990 -3.7503 1.2255
F -2.2190 -4.3897 1.4122
C -2.6414 -2.2325 -1.4060
S -3.5323 -3.7325 -1.8199
O -2.7966 -4.8933 -1.4173
O -4.9168 -3.6351 -1.4735
C -3.3710 -3.7905 -3.6937
F -2.2332 -3.1576 -4.0494
F -3.2869 -5.0742 -4.0650
F -4.4009 -3.2293 -4.3328
C -3.2528 -1.0026 -1.8076
N -4.4572 -1.1047 -2.5627
C -2.6556 0.2024 -1.5263
C -3.3392 1.4956 -1.8962
Cl -2.3783 2.4117 -3.1187
C -3.6924 2.3508 -0.6818
C -4.6040 3.5274 -1.0151
C -1.3991 0.2026 -0.8690
N -0.7883 1.3860 -0.5863
C 0.3666 1.3552 0.0117
N 1.0524 2.5714 0.2234
H 7.1515 0.0660 2.1860
H 6.5738 -0.9856 0.8962
H 7.6200 0.3847 0.5171
H 4.8769 0.8170 1.8006
H 5.9061 1.9956 1.0173
H 5.6980 0.7432 -1.1351
H 4.2560 1.5907 -0.6450
H 4.9036 -1.3622 -0.6834
H 3.5566 -0.5489 -1.4667
H 3.9150 -1.3167 1.4724
H 2.6777 -1.8657 0.3669
H 2.7804 1.0894 1.0656
H 2.0985 -0.0639 2.1922
H 0.3688 -3.2900 -0.2845
H -0.8955 -4.3616 -0.8562
H -0.2206 -4.3786 1.6638
H -1.0456 -2.8040 1.7702
H -5.2740 -0.8523 -2.0192
H -4.4199 -0.4986 -3.3738
H -4.2695 1.2740 -2.4159
H -2.7842 2.6982 -0.1926
H -4.2117 1.6950 0.0224
H -4.2095 4.1128 -1.8477
H -4.7000 4.1921 -0.1562
H -5.6088 3.1889 -1.2780
H 0.6198 3.2759 -0.3645
H 0.9871 2.8856 1.1853
C -2.1026 1.8879 2.9320
C -3.4665 2.3210 2.6729
N -4.5395 2.6724 2.4682
H -1.9717 1.6942 3.9953
H -1.8683 0.9878 2.3631
H -1.4021 2.6710 2.6442
C 5.8522 -1.9031 -4.3732
C 6.4727 -1.9582 -3.0578
N 6.9511 -1.9976 -2.0165
H 4.7967 -1.6528 -4.2798
H 6.3364 -1.1470 -4.9883
H 5.9385 -2.8661 -4.8729
C -3.2537 4.2185 6.4983
C -2.1359 3.3230 6.2390
N -1.2653 2.6039 6.0346
H -3.7792 3.9109 7.4003
H -2.8972 5.2381 6.6317
H -3.9526 4.1972 5.6631
*
```


2.
This record from the Open Molecules 2025 dataset describes a structure of composition C26H36ClN3Tc at a distorted geometry. The level of theory is wB97M-V/def2-TZVPD.

Output
Expectation value of S² = 3.7750
Strongest force on any atom = 0.0648 Eh/bohr
Energy = -46731.8448 eV
Orbital gap (alpha / beta) = 3.260 / 3.444 eV
LUMO energy (alpha / beta) = 4.511 / 4.496 eV
Molar mass = 524.0 g/mol

Geometry as ORCA input:
```
! RIJCOSX wB97M-V def2-TZVPD def2/J DEFGRID3
* xyz -2 4
Tc 0.8044 0.4147 0.1144
Cl 3.0406 1.0643 0.9949
C -1.1155 -0.7075 0.2643
C -2.1071 -0.7924 -0.7056
C -3.4237 -1.1158 -0.2825
C -3.7665 -1.4557 1.0541
C -2.6630 -1.5946 1.9307
C -1.3738 -1.4229 1.4619
H -1.8178 -0.5290 -1.7443
H -4.2139 -1.1400 -1.0325
H -2.7867 -1.8967 2.9997
H -0.5253 -1.8106 2.0735
C -5.1711 -1.8978 1.5495
H -5.2704 -1.8470 2.6534
H -5.4768 -2.8979 1.2278
H -5.9515 -1.2566 1.1526
C 1.9576 0.0630 -3.9167
N 1.6634 -0.4669 -2.6943
H 1.1321 1.7842 -4.9559
N 0.4131 1.2823 -2.9667
H 2.6895 -0.3322 -4.6197
C 2.4703 -1.4621 -2.0577
C 2.9930 -2.5011 -3.0107
C 3.7168 -0.8235 -1.5254
H 3.7405 -2.1505 -3.7149
H 3.4695 -3.2812 -2.4231
H 2.2103 -3.0088 -3.5862
H 2.1150 -2.7526 -0.4199
H 0.7173 -2.5905 -1.5995
H 3.4617 -0.0132 -0.8062
C 1.5220 -2.0819 -1.0616
H 4.3357 -0.3463 -2.3056
H 4.3042 -1.5671 -0.9793
H 1.0230 -1.2620 -0.4311
C 1.1728 1.1443 -4.0812
C 0.4152 3.5512 -2.1268
H 1.3365 3.7376 -2.7067
H -0.2041 4.4589 -2.1181
C -0.4209 2.4417 -2.7338
H -2.0885 2.8430 -1.4763
C -1.0212 2.9523 -4.0148
H -1.5855 2.1735 -4.5248
H 0.7077 3.2847 -1.1000
H -0.9975 1.5046 -0.8932
H -0.2993 3.3634 -4.7026
H -1.7382 3.7347 -3.7878
C -1.4783 1.9725 -1.7775
H -2.0874 1.2093 -2.2780
C 0.7799 0.3479 -1.9886
C 1.9152 -1.9757 3.6779
C 1.1389 -0.8125 4.1901
C 0.7001 -0.6416 5.5100
C -0.2670 0.3455 5.8127
C -0.7691 1.2427 4.8539
C -0.2561 1.1444 3.5529
C -0.7847 1.8755 2.3666
C 0.5860 0.0470 3.2006
N 0.7528 -0.1676 1.8739
H 1.2928 -2.8802 3.8235
H 2.8637 -1.9979 4.2170
H 2.0841 -1.8372 2.5806
H 1.0703 -1.3271 6.3144
H -0.6397 0.5084 6.8242
H -1.5855 1.9603 5.0024
H -1.6837 1.3803 1.8777
H -1.0313 2.9362 2.5256
H 0.0051 1.8758 1.4688
*
```


3.
This record from the Open Molecules 2025 dataset describes the molecule C26H36N4O4S at a distorted geometry. The level of theory is wB97M-V/def2-TZVPD.

Output
SMILES string = CCN(CC)S(=O)(=O)c1ccc(N2CCCCC2)c(C(=O)Nc2ccccc2N2CCOCC2)c1
Strongest force on any atom = 0.0228 Eh/bohr
Energy above the lowest of the compared OMol25 structures with the same formula, charge and spin = 169.91 kJ/mol
Energy = -52532.0924 eV
Orbital gap = 8.496 eV
LUMO energy = 0.556 eV
Molar mass = 500.7 g/mol

Geometry as ORCA input:
```
! RIJCOSX wB97M-V def2-TZVPD def2/J DEFGRID3
* xyz 0 1
C 6.1749 1.2383 -0.6168
C 5.5148 -0.1043 -0.3146
N 4.0862 -0.0071 -0.0958
C 3.6202 0.6275 1.1213
C 2.8452 -0.3577 1.9933
S 3.1612 0.3210 -1.4527
O 3.9130 -0.0785 -2.6057
O 2.6413 1.6661 -1.4108
C 1.7871 -0.7880 -1.2242
C 1.9893 -2.1507 -1.0752
C 0.9115 -2.9771 -0.8603
C -0.4046 -2.4734 -0.7761
N -1.4421 -3.2968 -0.4681
C -2.5562 -2.9075 0.3613
C -2.5797 -3.7651 1.6329
C -2.6189 -5.2515 1.2941
C -1.4345 -5.5978 0.3971
C -1.4714 -4.6930 -0.8346
C -0.5963 -1.0865 -0.9963
C -1.9537 -0.4846 -1.1880
O -2.8612 -1.0491 -1.7666
N -2.0291 0.7684 -0.6587
C -2.9732 1.7745 -0.8576
C -4.1962 1.5841 -1.4818
C -5.0391 2.6652 -1.6789
C -4.6655 3.9306 -1.2644
C -3.4484 4.1252 -0.6299
C -2.5982 3.0549 -0.4072
N -1.3237 3.1581 0.2088
C -0.5427 4.3549 -0.0408
C 0.9054 4.0544 0.3601
O 0.9880 3.6827 1.7235
C 0.1860 2.5603 1.9934
C -1.2768 2.8231 1.6240
C 0.5097 -0.2725 -1.2129
H 7.2371 1.0989 -0.8012
H 5.7136 1.6684 -1.5022
H 6.0511 1.9321 0.2121
H 5.6439 -0.7688 -1.1701
H 5.9599 -0.5713 0.5692
H 2.9847 1.4756 0.8515
H 4.4740 1.0139 1.6822
H 1.9704 -0.7313 1.4669
H 2.5247 0.1351 2.9078
H 3.4759 -1.2047 2.2519
H 2.9944 -2.5390 -1.1120
H 1.0837 -4.0318 -0.7154
H -2.4571 -1.8607 0.6461
H -3.4934 -3.0218 -0.1954
H -3.4484 -3.4886 2.2319
H -1.6814 -3.5522 2.2176
H -2.5917 -5.8462 2.2090
H -3.5494 -5.4812 0.7703
H -1.4786 -6.6432 0.0889
H -0.5016 -5.4393 0.9422
H -0.6524 -4.9141 -1.5179
H -2.4122 -4.8710 -1.3728
H -1.1786 1.1533 -0.2606
H -4.4634 0.5990 -1.8268
H -5.9893 2.5158 -2.1688
H -5.3214 4.7722 -1.4298
H -3.1616 5.1150 -0.3074
H -0.5916 4.5977 -1.1030
H -0.9026 5.2158 0.5470
H 1.5249 4.9461 0.2563
H 1.3129 3.2562 -0.2768
H 0.2866 2.3617 3.0624
H 0.5537 1.6904 1.4248
H -1.8845 1.9369 1.8179
H -1.6610 3.6525 2.2416
H 0.4065 0.7805 -1.4291
*
```